No. 1
Computed, not measured: a structure of composition C14H19Cl2N3OS at a distorted geometry, with ωB97M-V with the def2-TZVPD basis set.

Energy ... -2102.48716 Eh
Energy above the lowest of the compared OMol25 structures with the same formula, charge and spin ... 12.9314 eV
M ... 348.30 g/mol
Highest occupied orbital energy ... -0.2908 Ha
Frontier orbital gap ... 7.27 eV
LUMO energy ... -0.6 eV

The geometry in ORCA input format:
```
! wB97M-V def2-TZVPD RIJCOSX def2/J DEFGRID3
* xyz 0 1
S -0.011 4.065 -1.950
C -0.323 2.392 -1.630
N -0.511 1.934 -0.301
H -0.378 1.086 -0.145
C -0.214 3.003 0.578
H -1.124 3.852 0.777
C -0.474 2.329 2.063
H -1.174 1.710 2.184
H -0.029 2.862 2.929
C 0.742 1.053 2.037
N 0.479 -0.004 1.347
C -0.277 -0.994 1.787
C 0.397 -2.008 2.364
O 1.421 -2.640 1.940
C 2.414 -1.603 1.308
C 1.444 -0.513 0.508
H 2.113 0.198 -0.030
H 1.065 -1.093 -0.396
H 3.140 -2.259 0.852
H 2.678 -1.024 2.309
H -0.184 -2.837 2.846
H 0.667 -1.432 3.657
H -1.237 -0.605 2.431
H -1.003 -1.506 1.008
H 1.152 0.594 3.171
H 1.704 1.427 1.781
H 0.615 3.563 0.521
N -0.236 1.507 -2.472
C -0.771 0.379 -2.543
C -1.745 -0.222 -1.721
C -1.924 -1.617 -1.655
C -1.272 -2.418 -2.685
C -0.461 -1.977 -3.479
C -0.112 -0.542 -3.610
H 0.619 -0.176 -4.243
H 0.032 -2.714 -4.037
Cl -1.652 -4.164 -2.707
Cl -3.448 -2.091 -0.525
H -2.178 0.448 -0.987
H 0.056 2.038 -3.283
*
```



No. 2
Computed, not measured: a structure of composition C14H19ClOSr at a distorted geometry, with ωB97M-V with the def2-TZVPD basis set.

Energy ... -1110.98223 Eh
Energy above the lowest of the compared OMol25 structures with the same formula, charge and spin ... 1.0439 eV
M ... 326.38 g/mol
Highest occupied orbital energy ... -0.0199 Ha
Frontier orbital gap ... 5.67 eV
LUMO energy ... 5.1 eV

The geometry in ORCA input format:
```
! wB97M-V def2-TZVPD RIJCOSX def2/J DEFGRID3
* xyz -2 1
C -2.263 -1.566 -1.144
C -1.625 -1.758 -2.437
C -1.388 -0.438 -3.022
H -1.314 -2.683 -2.837
C -1.854 0.569 -2.063
C -2.401 -0.133 -0.913
H -2.718 0.311 -0.005
H -2.466 -2.318 -0.434
H -0.902 -0.243 -3.924
H -1.724 1.615 -2.143
Sr 0.031 -0.575 -0.890
Cl 0.201 -2.620 0.505
C 2.448 -0.483 -0.777
C 2.056 0.779 -1.390
C 1.540 0.490 -2.732
H 2.009 1.713 -0.902
C 1.630 -0.953 -2.945
C 2.198 -1.559 -1.740
H 2.281 -2.587 -1.547
H 2.706 -0.621 0.239
H 1.104 1.189 -3.374
H 1.278 -1.480 -3.775
C -1.249 1.770 2.516
C 0.050 0.957 2.315
C 1.181 1.571 3.163
C -0.182 -0.494 2.782
O 0.426 1.020 0.975
H -1.546 1.761 3.570
H -2.062 1.339 1.922
H -1.091 2.801 2.196
H 0.918 1.554 4.231
H 2.103 1.007 3.018
H 1.351 2.603 2.859
H -1.003 -0.945 2.210
H 0.735 -1.076 2.652
H -0.458 -0.517 3.844
*
```



No. 3
Computed, not measured: an isolated molecule of C14H19FN2O2, with ωB97M-V with the def2-TZVPD basis set.

Energy ... -904.76193 Eh
Energy above the lowest of the compared OMol25 structures with the same formula, charge and spin ... 0.0000 eV
M ... 266.32 g/mol
SMILES ... CCOC(=O)N1CCC(Nc2ccc(F)cc2)CC1
Highest occupied orbital energy ... -0.2859 Ha
Frontier orbital gap ... 8.56 eV
LUMO energy ... 0.8 eV

The geometry in ORCA input format:
```
! wB97M-V def2-TZVPD RIJCOSX def2/J DEFGRID3
* xyz 0 1
C -5.658 0.568 2.368
C -4.871 0.009 1.192
O -3.582 -0.454 1.590
C -2.630 0.499 1.719
O -2.798 1.665 1.445
N -1.474 -0.002 2.218
C -1.206 -1.415 2.333
C -0.481 -1.928 1.075
C 0.329 -0.792 0.432
N 1.362 -1.348 -0.407
C 2.094 -0.615 -1.316
C 3.282 -1.163 -1.814
C 4.026 -0.508 -2.773
C 3.584 0.715 -3.243
F 4.313 1.368 -4.180
C 2.418 1.286 -2.771
C 1.677 0.624 -1.811
C 0.878 0.127 1.537
C -0.291 0.839 2.229
H -5.742 -0.179 3.155
H -5.152 1.445 2.765
H -6.653 0.853 2.039
H -5.363 -0.868 0.768
H -4.750 0.778 0.422
H -0.579 -1.555 3.218
H -2.144 -1.946 2.485
H -1.199 -2.313 0.352
H 0.186 -2.747 1.353
H -0.340 -0.204 -0.204
H 1.878 -2.106 0.017
H 3.618 -2.119 -1.440
H 4.941 -0.933 -3.155
H 2.097 2.242 -3.153
H 0.770 1.081 -1.452
H 1.557 0.863 1.105
H 1.445 -0.473 2.251
H -0.030 1.086 3.265
H -0.552 1.764 1.711
*
```



No. 4
Computed, not measured: a structure of composition C14H19FeNO3PS4 at a distorted geometry, with ωB97M-V with the def2-TZVPD basis set.

⟨S²⟩ ... 8.7779
Energy ... -4023.26150 Eh
Energy above the lowest of the compared OMol25 structures with the same formula, charge and spin ... 0.2317 eV
M ... 464.40 g/mol
Highest occupied orbital energy (alpha / beta) ... -0.2688 / -0.2903 Ha
Frontier orbital gap (alpha / beta) ... 7.96 / 6.57 eV
LUMO energy (alpha / beta) ... 0.6 / -1.3 eV

The geometry in ORCA input format:
```
! wB97M-V def2-TZVPD RIJCOSX def2/J DEFGRID3
* xyz 0 6
Fe -0.931 -0.254 -0.274
C 3.373 0.083 1.485
C 1.895 -0.042 1.177
S 1.482 -0.115 -0.462
C 0.966 -0.073 2.220
C 1.414 0.016 3.659
S -0.720 -0.189 2.022
H 3.951 0.094 0.564
H 3.718 -0.756 2.094
H 3.587 1.002 2.036
H 2.495 0.057 3.761
H 1.045 -0.844 4.220
H 0.990 0.907 4.126
S -3.217 0.381 -1.013
C -2.345 1.860 -1.047
N -1.037 1.865 -1.016
C -0.517 3.158 -0.959
C 0.832 3.502 -0.892
C 1.177 4.841 -0.841
C 0.201 5.841 -0.863
C -1.141 5.511 -0.938
C -1.487 4.165 -0.983
S -3.068 3.443 -1.071
H 1.582 2.722 -0.877
H 2.223 5.119 -0.786
H 0.495 6.882 -0.821
H -1.902 6.282 -0.960
C 0.706 -4.556 0.376
O 0.280 -3.186 0.380
P -0.709 -2.621 -0.725
O -0.075 -3.228 -2.058
C -0.634 -2.840 -3.321
O -2.015 -3.556 -0.624
C -3.001 -3.195 0.362
H 1.117 -4.761 1.360
H 1.472 -4.702 -0.383
H -0.132 -5.223 0.181
H 0.052 -3.179 -4.090
H -0.741 -1.755 -3.383
H -1.606 -3.310 -3.460
H -3.786 -3.943 0.312
H -3.421 -2.211 0.149
H -2.566 -3.193 1.363
*
```



Repeat the first record exactly.
Computed, not measured: a structure of composition C14H19Cl2N3OS at a distorted geometry, with ωB97M-V with the def2-TZVPD basis set.

Energy ... -2102.48716 Eh
Energy above the lowest of the compared OMol25 structures with the same formula, charge and spin ... 12.9314 eV
M ... 348.30 g/mol
Highest occupied orbital energy ... -0.2908 Ha
Frontier orbital gap ... 7.27 eV
LUMO energy ... -0.6 eV

The geometry in ORCA input format:
```
! wB97M-V def2-TZVPD RIJCOSX def2/J DEFGRID3
* xyz 0 1
S -0.011 4.065 -1.950
C -0.323 2.392 -1.630
N -0.511 1.934 -0.301
H -0.378 1.086 -0.145
C -0.214 3.003 0.578
H -1.124 3.852 0.777
C -0.474 2.329 2.063
H -1.174 1.710 2.184
H -0.029 2.862 2.929
C 0.742 1.053 2.037
N 0.479 -0.004 1.347
C -0.277 -0.994 1.787
C 0.397 -2.008 2.364
O 1.421 -2.640 1.940
C 2.414 -1.603 1.308
C 1.444 -0.513 0.508
H 2.113 0.198 -0.030
H 1.065 -1.093 -0.396
H 3.140 -2.259 0.852
H 2.678 -1.024 2.309
H -0.184 -2.837 2.846
H 0.667 -1.432 3.657
H -1.237 -0.605 2.431
H -1.003 -1.506 1.008
H 1.152 0.594 3.171
H 1.704 1.427 1.781
H 0.615 3.563 0.521
N -0.236 1.507 -2.472
C -0.771 0.379 -2.543
C -1.745 -0.222 -1.721
C -1.924 -1.617 -1.655
C -1.272 -2.418 -2.685
C -0.461 -1.977 -3.479
C -0.112 -0.542 -3.610
H 0.619 -0.176 -4.243
H 0.032 -2.714 -4.037
Cl -1.652 -4.164 -2.707
Cl -3.448 -2.091 -0.525
H -2.178 0.448 -0.987
H 0.056 2.038 -3.283
*
```



Copy entry 3 word for word.
Computed, not measured: an isolated molecule of C14H19FN2O2, with ωB97M-V with the def2-TZVPD basis set.

Energy ... -904.76193 Eh
Energy above the lowest of the compared OMol25 structures with the same formula, charge and spin ... 0.0000 eV
M ... 266.32 g/mol
SMILES ... CCOC(=O)N1CCC(Nc2ccc(F)cc2)CC1
Highest occupied orbital energy ... -0.2859 Ha
Frontier orbital gap ... 8.56 eV
LUMO energy ... 0.8 eV

The geometry in ORCA input format:
```
! wB97M-V def2-TZVPD RIJCOSX def2/J DEFGRID3
* xyz 0 1
C -5.658 0.568 2.368
C -4.871 0.009 1.192
O -3.582 -0.454 1.590
C -2.630 0.499 1.719
O -2.798 1.665 1.445
N -1.474 -0.002 2.218
C -1.206 -1.415 2.333
C -0.481 -1.928 1.075
C 0.329 -0.792 0.432
N 1.362 -1.348 -0.407
C 2.094 -0.615 -1.316
C 3.282 -1.163 -1.814
C 4.026 -0.508 -2.773
C 3.584 0.715 -3.243
F 4.313 1.368 -4.180
C 2.418 1.286 -2.771
C 1.677 0.624 -1.811
C 0.878 0.127 1.537
C -0.291 0.839 2.229
H -5.742 -0.179 3.155
H -5.152 1.445 2.765
H -6.653 0.853 2.039
H -5.363 -0.868 0.768
H -4.750 0.778 0.422
H -0.579 -1.555 3.218
H -2.144 -1.946 2.485
H -1.199 -2.313 0.352
H 0.186 -2.747 1.353
H -0.340 -0.204 -0.204
H 1.878 -2.106 0.017
H 3.618 -2.119 -1.440
H 4.941 -0.933 -3.155
H 2.097 2.242 -3.153
H 0.770 1.081 -1.452
H 1.557 0.863 1.105
H 1.445 -0.473 2.251
H -0.030 1.086 3.265
H -0.552 1.764 1.711
*
```



Q: What is the M in the first record?
A: 348.30 g/mol



Repeat the fourth record exactly.
Computed, not measured: a structure of composition C14H19FeNO3PS4 at a distorted geometry, with ωB97M-V with the def2-TZVPD basis set.

⟨S²⟩ ... 8.7779
Energy ... -4023.26150 Eh
Energy above the lowest of the compared OMol25 structures with the same formula, charge and spin ... 0.2317 eV
M ... 464.40 g/mol
Highest occupied orbital energy (alpha / beta) ... -0.2688 / -0.2903 Ha
Frontier orbital gap (alpha / beta) ... 7.96 / 6.57 eV
LUMO energy (alpha / beta) ... 0.6 / -1.3 eV

The geometry in ORCA input format:
```
! wB97M-V def2-TZVPD RIJCOSX def2/J DEFGRID3
* xyz 0 6
Fe -0.931 -0.254 -0.274
C 3.373 0.083 1.485
C 1.895 -0.042 1.177
S 1.482 -0.115 -0.462
C 0.966 -0.073 2.220
C 1.414 0.016 3.659
S -0.720 -0.189 2.022
H 3.951 0.094 0.564
H 3.718 -0.756 2.094
H 3.587 1.002 2.036
H 2.495 0.057 3.761
H 1.045 -0.844 4.220
H 0.990 0.907 4.126
S -3.217 0.381 -1.013
C -2.345 1.860 -1.047
N -1.037 1.865 -1.016
C -0.517 3.158 -0.959
C 0.832 3.502 -0.892
C 1.177 4.841 -0.841
C 0.201 5.841 -0.863
C -1.141 5.511 -0.938
C -1.487 4.165 -0.983
S -3.068 3.443 -1.071
H 1.582 2.722 -0.877
H 2.223 5.119 -0.786
H 0.495 6.882 -0.821
H -1.902 6.282 -0.960
C 0.706 -4.556 0.376
O 0.280 -3.186 0.380
P -0.709 -2.621 -0.725
O -0.075 -3.228 -2.058
C -0.634 -2.840 -3.321
O -2.015 -3.556 -0.624
C -3.001 -3.195 0.362
H 1.117 -4.761 1.360
H 1.472 -4.702 -0.383
H -0.132 -5.223 0.181
H 0.052 -3.179 -4.090
H -0.741 -1.755 -3.383
H -1.606 -3.310 -3.460
H -3.786 -3.943 0.312
H -3.421 -2.211 0.149
H -2.566 -3.193 1.363
*
```